C4H7NO in the gas phase at a distorted geometry, computed with wB97M-V/def2-TZVPD.

Results
Orbital gap (eV): 10.41
E_HOMO (eV): -9.48
Multiplicity: 1
Lowest unoccupied orbital energy (eV): 0.9

Geometry (Å):
C -0.3112 0.3191 0.3602
C 1.0896 0.4122 0.7550
C 2.1446 -0.2007 -0.1491
C -2.5441 0.1940 -0.1707
N 0.2133 1.4511 0.0633
O -1.3542 -0.4167 0.2933
H 1.3201 0.4036 1.7990
H 2.6262 -1.0102 0.3037
H 2.9590 0.4803 -0.3041
H 1.6650 -0.5423 -0.9642
H -2.3957 0.5186 -1.1880
H -2.7450 1.0741 0.4380
H -3.5367 -0.5060 0.0375

=====

A molecular structure, C48H34N7O8P2PtSSe2, computed with wB97M-V/def2-TZVPD.

Results
Orbital gap (spin up / spin down) (eV): 3.93 / 6.63
E_HOMO (spin up / spin down) (eV): -2.81 / -5.92
Multiplicity: 3
Lowest unoccupied orbital energy (spin up / spin down) (eV): 1.1 / 0.7
Charge: -1

Geometry (Å):
Pt -0.2558 -0.1684 0.0475
O -1.2949 1.7155 2.8570
S -0.0036 1.0985 3.0315
O 0.3706 0.7160 4.3694
N 0.1393 -0.2328 2.0612
C -0.3710 -1.4290 2.6013
C -0.0214 -1.9938 3.8076
C -0.6387 -3.1785 4.2530
C -1.5969 -3.8206 3.5192
C -1.9572 -3.2982 2.2586
C -2.9191 -3.8802 1.4043
C -3.1950 -3.3149 0.1924
C -2.4862 -2.1700 -0.2052
N -1.5871 -1.6140 0.5708
C -1.3204 -2.1267 1.8100
C 1.2241 2.1938 2.4131
C 0.8525 3.2870 1.6473
C 1.8360 4.1627 1.2121
C 3.1647 3.9443 1.5453
C 3.5223 2.8437 2.3141
C 2.5505 1.9608 2.7529
H 0.7169 -1.5081 4.4241
H -0.3381 -3.5819 5.2114
H -2.0718 -4.7250 3.8768
H -3.4291 -4.7808 1.7243
H -3.9257 -3.7409 -0.4797
H -2.6373 -1.7136 -1.1734
H -0.1890 3.4330 1.3927
H 1.5736 5.0047 0.5867
H 3.9241 4.6188 1.1720
H 4.5626 2.6631 2.5522
H 2.8079 1.0979 3.3529
Se 1.0152 0.5920 -6.6308
P -0.9142 0.5018 -5.8129
C -2.0330 -0.6898 -6.6021
C -2.9704 -1.4145 -5.8755
C -3.8529 -2.2622 -6.5307
C -3.8006 -2.3867 -7.9109
C -2.8598 -1.6689 -8.6381
C -1.9752 -0.8250 -7.9861
C -1.7852 2.0901 -5.9950
C -3.1332 2.1463 -6.3449
C -3.7206 3.3641 -6.6494
C -2.9758 4.5334 -6.5826
C -1.6398 4.4855 -6.2131
C -1.0403 3.2654 -5.9406
C -0.8889 -0.0221 -4.0839
C -1.0433 0.5557 -2.8294
N -0.5840 -0.3739 -1.9567
N -0.2000 -1.4547 -2.6144
N -0.3794 -1.2640 -3.8895
P -1.7002 2.0540 -2.1171
Se -2.2223 1.6685 -0.0626
C -0.4781 3.3483 -2.2988
C -0.6958 4.5842 -1.6894
C 0.2696 5.5727 -1.7850
C 1.4665 5.3178 -2.4447
C 1.6930 4.0805 -3.0285
C 0.7211 3.0942 -2.9612
C -3.2411 2.4654 -2.9660
C -3.6008 3.7809 -3.2223
C -4.8847 4.0693 -3.6673
C -5.7976 3.0495 -3.8747
C -5.4297 1.7284 -3.6439
C -4.1611 1.4380 -3.1778
H -3.0016 -1.3284 -4.7970
H -4.5750 -2.8321 -5.9598
H -4.4859 -3.0521 -8.4205
H -2.8093 -1.7738 -9.7141
H -1.2219 -0.2778 -8.5402
H -3.7200 1.2389 -6.4066
H -4.7637 3.3985 -6.9367
H -3.4377 5.4831 -6.8235
H -1.0512 5.3927 -6.1629
H 0.0185 3.2149 -5.7264
H -1.5989 4.7575 -1.1147
H 0.1060 6.5301 -1.3062
H 2.2536 6.0593 -2.4634
H 2.6508 3.8726 -3.4834
H 0.9199 2.1232 -3.3995
H -2.8844 4.5792 -3.0820
H -5.1635 5.0967 -3.8631
H -6.7969 3.2795 -4.2219
H -6.1381 0.9277 -3.8132
H -3.8810 0.4132 -2.9635
O 2.0602 -1.0274 -0.1169
C 2.2997 0.1620 -0.3586
O 1.3168 1.0174 -0.4261
C 3.6695 0.6993 -0.5496
C 3.8385 1.9981 -0.9881
C 5.1311 2.5479 -1.0883
C 6.2442 1.7506 -0.7607
C 6.0186 0.4579 -0.3430
C 4.7581 -0.1114 -0.2200
N 7.1909 -0.3686 0.0105
O 8.2965 0.1301 -0.0783
O 6.9872 -1.4908 0.4370
N 5.3084 3.8673 -1.4604
O 4.2723 4.5714 -1.7252
O 6.4801 4.3461 -1.4949
H 2.9882 2.6207 -1.2145
H 7.2374 2.1614 -0.8324
H 4.6219 -1.1244 0.1207

=====

A molecular structure, C19H18BaN3O3 at a distorted geometry, computed with wB97M-V/def2-TZVPD.

Results
Orbital gap (eV): 6.65
E_HOMO (eV): -9.84
Multiplicity: 1
Lowest unoccupied orbital energy (eV): -3.2
Charge: +1

Geometry (Å):
Ba -0.1199 -2.0965 -0.7366
C -3.7268 -2.5160 -0.5059
O -2.6969 -1.5457 -0.4868
C -3.0717 -0.2302 -0.6256
C -4.3887 0.1868 -0.7870
C -4.7028 1.5307 -0.9171
C -3.7041 2.4899 -0.8729
C -2.3939 2.0955 -0.7163
C -2.0478 0.7433 -0.6028
N -0.7191 0.3608 -0.4841
N 0.1311 1.2934 -0.4302
C 1.4247 1.2169 -0.2300
C 2.1164 -0.0046 0.1561
O 1.5192 -1.1203 0.1060
C 3.4645 0.1208 0.6162
C 4.1159 1.3119 0.6338
C 3.5040 2.5079 0.1624
C 4.2199 3.7150 0.1039
C 3.6464 4.8413 -0.4362
C 2.3346 4.7947 -0.9068
C 1.6016 3.6330 -0.8132
C 2.1655 2.4636 -0.2888
H -4.4798 -2.3148 0.2601
H -3.2451 -3.4687 -0.2930
H -4.2124 -2.5615 -1.4855
H -5.1954 -0.5278 -0.8274
H -5.7338 1.8210 -1.0467
H -3.9452 3.5356 -0.9718
H -1.5955 2.8197 -0.6792
H 3.9605 -0.7861 0.9399
H 5.1409 1.3674 0.9775
H 5.2382 3.7371 0.4661
H 4.2102 5.7572 -0.5096
H 1.8907 5.6757 -1.3468
H 0.5835 3.6056 -1.1638
C 1.0492 -4.2165 2.1697
C 0.1338 -4.7605 1.1149
N 0.1154 -6.0845 0.9574
O -0.5658 -4.0269 0.4135
H 1.5109 -5.0021 2.7601
H 0.4792 -3.5526 2.8208
H 1.8255 -3.6125 1.6953
H 0.6743 -6.6962 1.5282
H -0.5114 -6.5015 0.2839

=====

A gas-phase ion, C7H11BrN3 (charge +1) at a distorted geometry, computed with wB97M-V/def2-TZVPD.

Results
Orbital gap (eV): 9.44
E_HOMO (eV): -13.50
Multiplicity: 1
Lowest unoccupied orbital energy (eV): -4.1
Charge: +1

Geometry (Å):
C 0.9908 -0.0923 0.6296
C 0.1832 -1.0089 1.0745
C -1.2711 -0.9898 0.1547
C -0.5657 1.0409 -0.7725
C -1.0361 2.2702 -1.4655
C 1.8532 1.5038 -0.9892
C 0.4199 -1.8684 2.2468
N -1.4503 0.1102 -0.4955
N 0.7286 0.8248 -0.4101
N -1.9391 -2.1225 -0.0784
Br 0.7604 -3.8186 1.6916
H 1.8576 0.1044 1.1518
H -1.9166 2.0664 -1.9121
H -0.3265 2.4608 -2.2926
H -1.0935 3.1425 -0.8183
H 2.6641 0.7101 -1.0853
H 1.4346 1.8673 -1.8614
H 2.3122 2.3360 -0.3627
H -0.4837 -1.7535 2.8752
H 1.4460 -1.7308 2.7884
H -1.7767 -2.9415 0.5374
H -2.7909 -2.1112 -0.6063